[1]
Computed, not measured: a structure of composition C10H10ClEuNO2, with the ωB97M-V functional and the def2-TZVPD basis.

Last column: natural (NBO) charge in e.
Positions of all 25 atoms, in Å:
1 C 2.51932 -1.00154 0.86286  -0.427
2 C 2.53317 0.00733 -0.16089  -0.344
3 C 1.85497 -0.51305 -1.29956  -0.280
4 H 3.05871 0.96293 -0.11527  0.224
5 C 1.38705 -1.81934 -0.99094  -0.332
6 C 1.80865 -2.13847 0.34268  -0.400
7 H 1.62026 -3.07639 0.87111  0.225
8 H 2.97696 -0.91224 1.85204  0.232
9 H 1.77099 -0.01389 -2.26651  0.218
10 H 0.86197 -2.48238 -1.67968  0.218
11 Eu -0.08545 -0.25016 1.29799  1.748
12 Cl 0.71574 1.37955 3.05899  -0.631
13 C -2.17370 1.60722 0.04234  -0.406
14 C -2.24928 0.65384 -1.02906  -0.353
15 C -1.13715 0.87533 -1.89181  -0.334
16 H -3.02259 -0.09902 -1.16898  0.211
17 C -0.36134 1.94759 -1.35390  -0.328
18 C -0.98797 2.39571 -0.15394  -0.370
19 H -0.61829 3.18866 0.49456  0.220
20 H -2.85982 1.68112 0.88882  0.220
21 H -0.94867 0.37898 -2.84094  0.201
22 H 0.50021 2.40838 -1.83222  0.202
23 O -3.28662 -1.80322 2.97527  -0.399
24 N -2.30439 -1.31525 2.43497  0.292
25 O -1.57272 -2.06170 1.66206  -0.605

Properties
total charge	-1
E_HOMO (spin up / spin down)	-4.25 / -4.29	eV
LUMO energy (spin up / spin down)	1.128 / 3.103	eV
frontier orbital gap (spin up / spin down)	5.375 / 7.396	eV
spin multiplicity	7


[2]
Computed, not measured: a cluster of 12 separate species, C36H104N16O12 in total, with the ωB97M-V functional and the def2-TZVPD basis.

Last column: Mulliken charge in e.
Positions of all 168 atoms, in Å:
1 C -6.45595 -2.59113 -1.12719  0.687
2 O -6.50035 -3.64363 -0.51681  -0.702
3 N -5.83017 -2.29084 -2.19794  -0.348
4 N -7.07633 -1.51365 -0.74554  -0.389
5 H -5.70100 -3.05191 -2.84924  0.232
6 H -6.00659 -1.37261 -2.57981  0.174
7 H -7.75012 -1.66345 -0.00820  0.217
8 H -7.21694 -0.70969 -1.34049  0.142
9 C -5.96345 2.97557 -3.09822  0.701
10 O -6.56766 1.93585 -3.19008  -0.649
11 N -6.15669 4.02371 -3.88136  -0.382
12 N -4.82481 3.08770 -2.49128  -0.283
13 H -5.40365 4.69409 -3.82121  0.132
14 H -6.91328 4.13342 -4.54139  0.204
15 H -4.27079 3.92892 -2.56551  0.142
16 H -4.44421 2.31303 -1.96673  0.147
17 C -7.44020 -0.08952 4.14186  0.674
18 O -6.63397 -0.96817 4.08242  -0.647
19 N -7.22411 1.04506 3.63663  -0.392
20 N -8.54021 -0.00546 4.78156  -0.380
21 H -7.81680 1.86138 3.68616  0.143
22 H -6.37455 1.06111 3.09066  0.214
23 H -9.08185 0.83967 4.66983  0.160
24 H -9.00413 -0.83094 5.13290  0.227
25 C -0.74389 -7.15491 -7.84059  0.673
26 O -0.41607 -7.93859 -6.95985  -0.659
27 N -0.47207 -7.20753 -9.09480  -0.363
28 N -1.55064 -6.15789 -7.66550  -0.372
29 H 0.05241 -7.97108 -9.49730  0.211
30 H -0.86736 -6.56112 -9.76263  0.151
31 H -1.81709 -5.50560 -8.38911  0.153
32 H -2.05485 -6.05519 -6.79640  0.208
33 C 7.50406 -1.45104 6.02074  -1.341
34 C 7.08500 -0.22121 6.79198  0.554
35 C 5.51742 -0.10067 7.06404  -0.946
36 O 4.80522 -0.02839 5.83271  -0.194
37 C 3.47301 -0.01472 5.97388  -0.834
38 N 7.93119 -0.26085 7.99835  -0.715
39 H 6.83163 -1.59974 5.17585  0.297
40 H 7.30392 -2.33188 6.63079  0.354
41 H 8.54375 -1.31580 5.72263  0.406
42 H 7.26367 0.72494 6.28112  0.239
43 H 5.34004 0.84496 7.57631  0.363
44 H 5.09332 -0.84336 7.73980  0.427
45 H 2.97252 -0.18052 5.01987  0.209
46 H 3.15597 0.91654 6.44328  0.334
47 H 3.10675 -0.79559 6.64036  0.354
48 H 7.84218 0.56901 8.56714  0.239
49 H 8.88905 -0.26355 7.67803  0.249
50 C -0.63716 -1.56898 -3.48434  -1.688
51 C -1.20425 -0.50512 -2.63985  0.564
52 C -1.43740 -0.95105 -1.14409  -0.619
53 O -2.27160 0.09209 -0.52145  -0.193
54 C -2.32975 0.04752 0.90896  -0.826
55 N -0.34813 0.66966 -2.76007  -0.613
56 H 0.19442 -2.00056 -2.92728  0.319
57 H -0.11707 -1.15397 -4.34769  0.420
58 H -1.28623 -2.41247 -3.71954  0.406
59 H -2.14129 -0.29249 -3.15447  0.263
60 H -0.44699 -1.03094 -0.69595  0.304
61 H -1.97091 -1.89827 -1.22304  0.351
62 H -2.62040 -0.91492 1.33006  0.338
63 H -2.88027 0.93112 1.23189  0.227
64 H -1.33335 0.12802 1.34346  0.302
65 H 0.55394 0.41881 -2.38132  0.204
66 H -0.76135 1.42602 -2.23352  0.222
67 C -5.01807 -7.73783 3.75104  -1.281
68 C -5.01387 -6.16568 4.06920  0.253
69 C -3.66835 -5.49516 3.58046  -0.609
70 O -2.52917 -6.28712 4.02850  -0.391
71 C -1.99645 -5.77853 5.21194  -0.692
72 N -6.21186 -5.63933 3.45931  -0.714
73 H -4.15152 -8.16401 4.25655  0.329
74 H -4.97325 -7.96505 2.68592  0.308
75 H -5.90461 -8.12534 4.25301  0.361
76 H -5.11855 -5.99913 5.14130  0.328
77 H -3.69894 -4.48048 3.97743  0.374
78 H -3.57864 -5.34965 2.50395  0.380
79 H -2.67922 -5.76221 6.06145  0.286
80 H -1.50573 -4.80661 5.15999  0.289
81 H -1.24728 -6.54352 5.41599  0.270
82 H -5.95130 -5.49825 2.49375  0.257
83 H -6.40442 -4.68572 3.73071  0.257
84 C 3.19821 5.27185 -3.85423  -1.436
85 C 1.87177 5.92496 -3.40369  0.404
86 C 1.51286 5.54750 -1.88960  -0.435
87 O 0.15128 5.84554 -1.72792  -0.312
88 C -0.43439 5.36015 -0.49427  -0.636
89 N 1.99833 7.37981 -3.54811  -0.731
90 H 3.51049 5.53713 -4.86429  0.364
91 H 3.13452 4.19448 -3.70155  0.360
92 H 3.97387 5.66237 -3.19550  0.307
93 H 1.12910 5.55082 -4.10837  0.291
94 H 2.16423 6.13012 -1.23817  0.232
95 H 1.69562 4.49835 -1.65730  0.278
96 H -0.46136 4.27049 -0.49939  0.162
97 H -1.45273 5.74846 -0.47703  0.266
98 H 0.06619 5.68532 0.41775  0.313
99 H 1.12401 7.72088 -3.17481  0.307
100 H 2.73444 7.72619 -2.94957  0.270
101 C 6.29082 1.33712 1.38047  -1.546
102 C 5.04238 2.26701 1.24124  0.564
103 C 3.74856 1.54619 0.83919  -0.762
104 O 3.98562 1.05061 -0.43965  -0.275
105 C 4.28126 -0.32740 -0.58586  -0.695
106 N 4.84277 2.91384 2.53139  -0.676
107 H 6.52673 0.89607 0.41200  0.386
108 H 6.11371 0.49663 2.05152  0.377
109 H 7.11985 1.92948 1.76762  0.388
110 H 5.19141 3.03151 0.47872  0.289
111 H 2.88599 2.21256 0.83455  0.396
112 H 3.54415 0.76337 1.56961  0.286
113 H 3.34951 -0.78903 -0.25898  0.278
114 H 5.11691 -0.64666 0.03694  0.300
115 H 4.52250 -0.61016 -1.61053  0.208
116 H 4.97171 2.25428 3.28535  0.188
117 H 5.51679 3.61778 2.79645  0.290
118 C -2.42099 5.94191 -9.48875  -1.342
119 C -2.68043 5.87473 -7.98912  0.305
120 C -2.03125 4.56484 -7.49043  -0.736
121 O -2.57202 3.38786 -8.08910  -0.350
122 C -1.97376 2.20142 -7.59002  -0.640
123 N -2.07270 7.06508 -7.41626  -0.759
124 H -2.51727 6.93483 -9.92798  0.454
125 H -3.18634 5.23849 -9.81670  0.326
126 H -1.47669 5.46161 -9.74509  0.305
127 H -3.74564 5.88526 -7.75820  0.329
128 H -2.15260 4.62240 -6.40874  0.384
129 H -0.95051 4.62048 -7.62084  0.352
130 H -0.92247 2.07493 -7.84863  0.281
131 H -2.49658 1.31573 -7.95098  0.245
132 H -2.05066 2.38768 -6.51881  0.276
133 H -2.50318 7.79072 -7.97145  0.278
134 H -1.12447 7.06791 -7.76403  0.291
135 C 7.29132 -3.88416 -4.24228  -1.271
136 C 7.23499 -5.15124 -3.40552  0.299
137 C 5.76945 -5.82253 -3.25552  -0.687
138 O 5.19016 -5.86110 -4.52970  -0.286
139 C 3.83859 -6.31758 -4.55195  -0.727
140 N 8.10384 -6.07733 -4.07389  -0.699
141 H 6.96801 -4.05622 -5.26890  0.274
142 H 8.30359 -3.50840 -4.39136  0.387
143 H 6.77747 -2.99540 -3.87600  0.280
144 H 7.67545 -4.88090 -2.44583  0.374
145 H 5.23925 -5.08465 -2.65342  0.323
146 H 5.69212 -6.77842 -2.73746  0.423
147 H 3.23234 -5.62606 -3.96682  0.288
148 H 3.69334 -7.36190 -4.27557  0.282
149 H 3.55593 -6.24258 -5.60198  0.232
150 H 8.39696 -6.83768 -3.47718  0.232
151 H 7.57472 -6.41583 -4.86481  0.277
152 C -2.98070 1.96462 7.43852  -1.501
153 C -1.53206 2.06738 7.90687  0.430
154 C -1.12376 3.58342 8.08739  -0.733
155 O 0.21750 3.65161 8.48822  -0.304
156 C 0.47242 4.88992 9.08599  -0.754
157 N -1.34411 1.26924 9.16503  -0.692
158 H -3.69058 2.36888 8.16015  0.350
159 H -3.26383 0.95560 7.13885  0.405
160 H -3.19184 2.49819 6.51179  0.368
161 H -0.86979 1.59489 7.18145  0.262
162 H -1.84006 3.87809 8.85434  0.373
163 H -1.23028 4.08228 7.12412  0.380
164 H 1.53797 5.11946 9.08166  0.238
165 H 0.17945 4.80175 10.13218  0.293
166 H -0.05514 5.70607 8.59236  0.315
167 H -2.15546 1.35356 9.76061  0.271
168 H -0.65916 1.91789 9.52588  0.295

Properties
total charge	0
E_HOMO	-8.50	eV
LUMO energy	0.093	eV
structure (SMILES)	COC[C@H](C)N.COC[C@H](C)N.COC[C@H](C)N.COC[C@H](C)N.COC[C@H](C)N.COC[C@H](C)N.COC[C@H](C)N.COC[C@H](C)N.NC(N)=O.NC(N)=O.NC(N)=O.NC(N)=O
frontier orbital gap	8.593	eV


[3]
Computed, not measured: a structure of composition C8H12AgI3O6, with the ωB97M-V functional and the def2-TZVPD basis.

Last column: natural (NBO) charge in e.
Positions of all 30 atoms, in Å:
1 Ag -1.12161 0.20786 -0.61092  0.806
2 I -2.40848 -1.91944 -2.05557  -0.451
3 I -2.35282 2.67418 -0.80019  -0.546
4 I 1.27417 -0.32342 0.83577  -0.823
5 C -2.10782 -3.14797 4.71558  -0.630
6 C -3.08293 -2.07315 4.22908  0.064
7 C -2.62810 -0.66427 4.62442  -0.091
8 O -2.50841 0.03408 3.40418  -0.471
9 C -2.68559 -0.81548 2.37645  0.988
10 O -2.56963 -0.49163 1.24099  -0.591
11 O -3.01157 -2.03691 2.78260  -0.480
12 H -1.06906 -2.82630 4.79017  0.224
13 H -2.17508 -4.06878 4.14120  0.233
14 H -2.33101 -3.39066 5.76286  0.204
15 H -4.13044 -2.30640 4.40947  0.188
16 H -1.67440 -0.67075 5.14851  0.188
17 H -3.40199 -0.28955 5.30050  0.182
18 C 3.74748 2.91903 -4.67312  -0.638
19 C 2.93956 1.68374 -4.40196  0.061
20 C 3.42379 0.85742 -3.19921  -0.090
21 O 2.25450 0.19541 -2.75577  -0.457
22 C 1.21108 0.92750 -3.13568  0.979
23 O 0.09523 0.85050 -2.75131  -0.568
24 O 1.61131 1.98488 -3.93089  -0.511
25 H 3.80922 3.64521 -3.85636  0.228
26 H 3.32244 3.49284 -5.49566  0.226
27 H 4.80250 2.65965 -4.79860  0.214
28 H 2.67189 1.09083 -5.28665  0.184
29 H 3.82301 1.51958 -2.43152  0.190
30 H 4.27277 0.28198 -3.57838  0.190

Properties
total charge	-1
E_HOMO (spin up / spin down)	-4.61 / -4.47	eV
LUMO energy (spin up / spin down)	2.617 / 0.178	eV
frontier orbital gap (spin up / spin down)	7.231 / 4.650	eV
spin multiplicity	2


[4]
Computed, not measured: the molecule C3H6O2, with the ωB97M-V functional and the def2-TZVPD basis.

Last column: natural (NBO) charge in e.
Positions of all 11 atoms, in Å:
1 C -1.45811 -0.51458 0.23656  -0.258
2 C 0.40758 1.03311 0.09269  -0.186
3 C 1.41173 0.02073 0.07790  0.336
4 H -2.54134 -0.76905 -0.13718  0.179
5 H -1.70785 -0.13528 1.22008  0.155
6 H -0.86445 -1.37910 0.16111  0.219
7 H 0.65540 1.95936 -0.50972  0.230
8 H 0.46400 1.44885 1.03474  0.208
9 H 2.45925 -0.08032 0.56111  0.184
10 O -0.93667 0.60397 -0.39186  -0.514
11 O 0.85765 -1.13898 -0.20477  -0.552

Properties
total charge	0
E_HOMO	-9.82	eV
LUMO energy	0.432	eV
structure (SMILES)	COCC=O
frontier orbital gap	10.254	eV


Number 1: largest force on an atom 2.83 eV/Å. Number 2: largest force on an atom 8.52 eV/Å. Number 3: largest force on an atom 2.21 eV/Å. Number 4: largest force on an atom 8.65 eV/Å.